C42H39AsN3O3PS4SbTi | ωB97M-V with the def2-TZVPD basis set

Last column: Löwdin charge in e.
Atoms and positions in Å:
Ti  -0.348  -1.045  1.399  0.45
C  7.220  2.981  1.747  -0.12
C  6.819  2.402  2.947  -0.11
C  5.660  1.648  2.998  -0.12
C  4.863  1.471  1.867  -0.38
C  5.275  2.054  0.674  -0.09
C  6.446  2.799  0.612  -0.10
P  3.344  0.426  2.068  1.09
C  2.786  0.364  0.332  -0.40
C  1.878  1.272  -0.198  -0.08
C  1.491  1.183  -1.530  -0.07
C  2.023  0.198  -2.343  -0.10
C  2.930  -0.720  -1.820  -0.10
C  3.296  -0.648  -0.487  -0.12
C  2.205  1.662  2.810  -0.40
C  2.439  3.035  2.748  -0.10
C  1.600  3.936  3.384  -0.10
C  0.508  3.460  4.103  -0.10
C  0.254  2.103  4.160  -0.12
C  1.081  1.188  3.506  -0.66
H  8.130  3.568  1.701  0.09
H  7.417  2.533  3.842  0.09
H  5.356  1.189  3.934  0.10
H  4.672  1.928  -0.217  0.10
H  6.747  3.246  -0.328  0.09
H  1.434  2.035  0.426  0.08
H  0.751  1.876  -1.913  0.10
H  1.705  0.113  -3.376  0.10
H  3.324  -1.511  -2.448  0.10
H  3.972  -1.386  -0.067  0.10
H  3.289  3.408  2.189  0.10
H  1.788  5.000  3.309  0.09
H  -0.158  4.153  4.605  0.09
H  -0.605  1.716  4.697  0.10
S  0.083  -4.111  4.983  -0.32
Sb  -1.930  -3.211  4.419  0.07
S  0.674  -0.528  3.602  0.57
S  -1.915  -2.619  2.035  0.00
S  -2.904  -1.624  5.741  -0.31
N  -3.335  0.315  2.747  0.00
C  -3.438  1.730  2.531  -0.28
C  -2.833  2.148  1.184  -0.10
C  -1.335  1.960  1.058  -0.58
O  -0.577  2.890  0.843  0.05
O  -0.931  0.727  1.206  -0.24
H  -3.921  -0.243  2.142  0.05
H  -3.427  -0.002  3.704  -0.03
H  -2.894  2.239  3.333  0.11
H  -4.469  2.126  2.561  0.10
H  -3.022  3.210  1.006  0.11
H  -3.313  1.585  0.379  0.09
N  1.212  -3.379  0.276  0.00
C  2.058  -4.405  0.403  -0.09
C  2.730  -4.227  1.599  -0.06
C  2.197  -3.049  2.137  -0.19
N  1.289  -2.541  1.315  -0.09
H  0.508  -3.143  -0.412  0.10
H  2.114  -5.178  -0.346  0.11
H  3.471  -4.871  2.036  0.09
H  2.405  -2.546  3.065  0.06
O  -0.501  -1.419  -0.286  -0.68
As  -1.762  -0.451  -1.702  1.38
C  -2.548  0.867  -3.242  -0.32
C  -1.542  1.671  -3.789  -0.17
C  -1.733  2.997  -4.139  -0.11
C  -2.980  3.588  -3.977  -0.13
C  -4.017  2.819  -3.473  -0.12
C  -3.791  1.496  -3.110  -0.14
C  -1.052  -1.624  -3.145  -0.33
C  -1.682  -1.725  -4.387  -0.11
C  -1.188  -2.558  -5.379  -0.10
C  -0.038  -3.305  -5.166  -0.12
C  0.614  -3.200  -3.948  -0.10
C  0.108  -2.370  -2.955  -0.13
C  -3.303  -1.587  -1.289  -0.35
C  -3.177  -2.970  -1.226  -0.13
C  -4.239  -3.759  -0.815  -0.10
C  -5.447  -3.176  -0.462  -0.11
C  -5.582  -1.797  -0.514  -0.10
C  -4.514  -1.009  -0.918  -0.13
H  -0.556  1.237  -3.961  0.08
H  -0.907  3.575  -4.540  0.09
H  -3.136  4.629  -4.236  0.08
H  -5.001  3.256  -3.343  0.09
H  -4.635  0.937  -2.710  0.07
H  -2.560  -1.120  -4.575  0.09
H  -1.704  -2.618  -6.331  0.09
H  0.350  -3.952  -5.945  0.09
H  1.530  -3.754  -3.768  0.09
H  0.659  -2.246  -2.037  0.05
H  -2.234  -3.435  -1.487  0.10
H  -4.114  -4.833  -0.751  0.10
H  -6.272  -3.793  -0.127  0.09
H  -6.516  -1.329  -0.223  0.09
H  -4.622  0.069  -0.919  0.07

Its multiplicity is 2. The net charge is -2. The expectation value of S² is 0.761. The calculation puts the frontier orbital gap (alpha / beta) at 0.2087 / 0.2313 Ha.

C6H10N2 | ωB97M-V with the def2-TZVPD basis set

Last column: natural (NBO) charge in e.
Atoms and positions in Å:
C  -0.620  -2.260  -0.127  -0.42
N  0.067  -0.973  0.037  -0.57
C  0.394  0.820  -1.068  0.29
C  0.168  1.380  0.145  -0.24
C  -0.556  0.036  0.977  0.16
C  0.598  0.593  -2.339  -0.46
C  0.404  2.521  0.783  -0.30
N  -0.400  -0.058  2.290  -0.81
H  1.031  -1.125  0.326  0.37
H  0.566  -0.310  2.512  0.31
H  -1.601  0.138  0.662  0.17
H  -0.143  -2.818  -0.935  0.20
H  -1.656  -2.070  -0.405  0.20
H  -0.605  -2.870  0.780  0.21
H  0.768  1.430  -3.013  0.24
H  0.605  -0.401  -2.770  0.23
H  0.844  3.391  0.309  0.20
H  0.137  2.575  1.836  0.22

The calculation puts the frontier orbital gap (alpha / beta) at 0.2659 / 0.2656 Ha.

C11H12N2O2 | ωB97M-V with the def2-TZVPD basis set

Last column: natural (NBO) charge in e.
Atoms and positions in Å:
N  -3.015  2.341  0.112  -0.82
C  -1.711  1.797  0.352  -0.15
C  -1.874  0.268  0.612  -0.41
C  -0.588  -0.460  0.943  -0.10
C  -0.124  -0.762  2.183  -0.01
N  1.094  -1.424  2.088  -0.55
C  1.447  -1.534  0.757  0.20
C  2.610  -2.044  0.165  -0.26
C  2.674  -2.055  -1.213  -0.22
C  1.620  -1.530  -1.978  -0.24
C  0.487  -0.971  -1.393  -0.20
C  0.399  -0.945  0.005  -0.12
C  -0.717  2.080  -0.770  0.78
O  -1.051  2.118  -1.943  -0.62
O  0.539  2.267  -0.368  -0.66
H  -3.214  2.180  -0.866  0.37
H  -3.004  3.364  0.259  0.36
H  -1.295  2.217  1.278  0.21
H  -2.638  0.124  1.367  0.23
H  -2.326  -0.141  -0.298  0.21
H  -0.541  -0.484  3.136  0.21
H  1.760  -1.631  2.833  0.41
H  3.499  -2.445  0.722  0.22
H  3.551  -2.445  -1.704  0.21
H  1.641  -1.589  -3.056  0.21
H  -0.307  -0.574  -2.025  0.22
H  1.085  2.279  -1.198  0.50

The SMILES is N[C@@H](Cc1c[nH]c2ccccc12)C(=O)O. The calculation puts the frontier orbital gap at 0.3231 Ha.

C5H6O | ωB97M-V with the def2-TZVPD basis set

Last column: natural (NBO) charge in e.
Atoms and positions in Å:
C  -1.250  2.236  -0.429  -0.23
C  -0.835  1.168  -0.059  -0.02
C  -0.342  -0.121  0.407  -0.35
C  1.163  -0.280  0.709  -0.03
O  1.232  -1.478  -0.072  -0.53
C  -0.069  -1.240  -0.620  -0.04
H  -1.625  3.182  -0.750  0.24
H  -0.960  -0.476  1.236  0.24
H  1.780  0.525  0.290  0.18
H  1.439  -0.450  1.755  0.18
H  -0.710  -2.127  -0.564  0.18
H  -0.023  -0.880  -1.655  0.18

The calculation puts the frontier orbital gap at 0.4023 Ha.

H4O2 | ωB97M-V with the def2-TZVPD basis set

Last column: natural (NBO) charge in e.
Atoms and positions in Å:
O  0.022  1.395  0.697  -0.98
H  0.933  1.852  0.647  0.46
H  0.131  0.539  0.226  0.49
O  -0.210  -0.905  -0.617  -0.93
H  0.256  -1.626  -0.255  0.48
H  -1.132  -1.254  -0.698  0.49

The SMILES is O.O. The calculation puts the frontier orbital gap at 0.4128 Ha.

C9H7N3 | ωB97M-V with the def2-TZVPD basis set

Last column: natural (NBO) charge in e.
Atoms and positions in Å:
C  -3.183  1.298  0.148  0.25
C  -2.393  0.177  0.194  -0.01
C  -1.051  -0.005  -0.023  -0.14
C  -0.971  -1.414  0.010  0.25
C  1.237  -1.256  -0.512  0.08
C  2.176  -0.537  0.078  -0.02
C  -0.014  0.969  -0.552  -0.44
C  1.254  0.169  -0.949  -0.23
C  3.419  -0.221  0.761  -0.65
N  -3.915  2.186  0.150  -0.29
N  -2.069  -2.050  0.356  -0.30
N  -3.008  -1.057  0.371  -0.33
H  -0.573  1.421  -1.378  0.24
H  0.256  1.773  0.199  0.24
H  1.702  0.467  -1.882  0.21
H  3.477  -0.952  1.667  0.26
H  3.293  0.741  1.013  0.22
H  4.289  -0.262  -0.068  0.24
H  -3.928  -1.449  0.416  0.43

Its multiplicity is 3. The expectation value of S² is 2.021. The calculation puts the frontier orbital gap (alpha / beta) at 0.3066 / 0.2737 Ha.

Summary of electronic energy in eV
-197927.0266, -9358.4939, -18677.7127, -7326.5470, -4159.7263, -13907.4196
(order as listed above)
Summary of energy above the lowest of the compared OMol25 structures with the same formula, charge and spin in kcal/mol
19.83, 137.05, 6.65, 63.13, 4.90, 3.39
(order as listed above)